# 1
Density functional theory data (ωB97M-V/def2-TZVPD) for a 11-piece molecular cluster, C43H80F36N11O31S12 overall at a distorted geometry.

Summary:
electronic energy	-353584.78678	eV
net charge	-1
HOMO level	-6.35	eV
frontier orbital gap	5.653	eV
multiplicity	1

```
213
Properties=species:S:1:pos:R:3:forces:R:3
C 5.249452 -3.738657 3.492076 0.1 0.3 -0.2
C 6.395422 -3.189417 4.270836 1.4 -1.3 -0.1
C 6.563052 -4.003407 5.566996 1.3 0.9 0.5
O 6.871512 -5.331237 5.274016 -0.9 -1.3 -0.3
C 7.249152 -6.221037 6.383686 0.4 1.7 -1.4
N 7.662472 -3.374257 3.412656 -1.1 0.2 1.7
H 7.410122 -3.181457 2.453886 0.1 0.4 -1.5
H 8.444452 -2.819007 3.729356 0.3 0.0 0.0
H 7.876672 -4.361227 3.402846 0.4 -0.6 0.3
H 4.411512 -3.454077 4.128436 -0.6 -0.2 -0.7
H 5.311382 -4.817197 3.347056 -0.1 0.0 0.2
H 5.302012 -3.264507 2.512016 -0.9 0.0 0.0
H 6.266362 -2.113617 4.389526 0.2 -0.1 0.5
H 5.672232 -3.794967 6.159526 -0.3 -0.5 0.2
H 7.431872 -3.675317 6.137616 0.1 0.8 0.3
H 8.200912 -5.809617 6.719846 0.1 -0.2 0.6
H 7.462322 -7.182707 5.916946 -0.5 0.0 0.2
H 6.500712 -6.215757 7.176086 0.0 -0.2 -0.1
C 0.718922 2.731123 5.241236 0.7 0.6 0.3
C -0.593518 2.908613 4.515956 -0.7 0.1 -0.2
C -1.527358 1.744193 4.773036 -0.4 0.3 -0.9
N -2.811188 1.810353 3.880716 -0.8 1.1 -0.2
C -3.597908 0.509313 4.093566 1.8 -0.6 0.4
C -4.733078 0.237983 3.188696 -0.1 0.2 -1.6
C -4.297568 0.396643 1.725346 0.0 0.7 -0.9
C -3.716308 1.800303 1.451106 1.1 -0.9 0.9
C -2.451288 2.068083 2.359736 -1.5 -0.6 0.6
C -3.744008 2.925533 4.324856 0.5 0.4 1.3
H 1.462252 3.433073 4.863296 -0.1 0.2 -0.1
H 1.189642 1.761353 5.079786 -0.3 -0.3 0.1
H 0.657482 2.939903 6.309286 -0.1 -0.3 0.1
H -0.381448 3.072793 3.459466 -0.1 -0.3 0.0
H -1.184278 3.770833 4.825306 0.6 0.5 0.2
H -1.842088 1.765523 5.816396 -0.3 -0.1 -0.1
H -0.970648 0.821603 4.608666 -0.6 -0.3 -0.4
H -2.834238 -0.255547 3.952526 0.0 -0.2 -0.1
H -3.902328 0.456003 5.138836 0.2 0.4 0.1
H -4.978448 -0.815657 3.321876 -0.4 0.1 0.3
H -5.570428 0.903033 3.400006 -0.3 -0.2 0.0
H -3.582968 -0.363477 1.409636 0.2 -0.1 0.4
H -5.103538 0.290013 0.999306 -0.4 -0.2 0.4
H -3.410788 1.889653 0.408616 0.2 -0.1 0.1
H -4.506348 2.539353 1.584286 0.1 0.3 0.3
H -1.595938 1.405093 2.229686 -0.3 -0.1 -0.6
H -2.153238 3.110273 2.245206 0.2 -0.1 0.4
H -3.253928 3.894033 4.424456 0.4 -0.2 -0.5
H -4.045848 2.709383 5.349686 -0.1 -0.3 0.0
H -4.654108 3.102693 3.751766 0.4 -0.7 -0.4
C -1.065518 10.549203 -4.618114 0.6 0.5 -2.0
O -1.843908 9.750363 -3.768614 0.2 0.7 1.7
C -3.228808 9.946223 -3.893764 0.2 -1.1 -1.2
C -4.003368 9.319813 -2.702374 2.0 0.5 -1.0
N -3.486078 7.927213 -2.309914 -2.0 -0.1 -0.5
H -2.545228 7.904303 -1.943344 0.9 0.1 -0.8
H -4.021598 7.653333 -1.498544 -0.5 -0.1 0.4
C -3.810818 6.897873 -3.431354 1.4 0.5 0.4
C -3.492938 5.466273 -3.051714 1.9 -1.1 0.8
O -2.083408 5.313713 -2.756794 -0.6 1.3 -0.3
C -1.580478 3.981133 -2.814744 0.2 -0.1 0.3
H 0.014942 10.481933 -4.490844 -0.2 -0.9 0.5
H -1.190038 11.629823 -4.687894 -0.9 0.3 1.2
H -1.293678 10.296343 -5.653544 0.2 -0.5 -0.3
H -3.477118 9.498053 -4.855834 -0.6 -0.5 -0.1
H -3.530818 10.974713 -4.091454 0.1 0.4 0.8
H -5.036258 9.222463 -3.036664 0.0 0.1 0.7
H -3.776808 9.996713 -1.878614 -0.7 -0.3 0.3
H -3.145078 7.288463 -4.200994 -0.3 -0.6 -0.4
H -4.863358 7.039773 -3.676554 0.1 0.0 0.0
H -3.694148 4.735103 -3.834654 -0.7 0.4 -0.3
H -3.979308 5.123783 -2.138344 -0.8 0.2 0.0
H -0.545848 4.047043 -2.478154 0.0 0.0 -0.1
H -1.598078 3.559003 -3.819534 -0.1 0.1 -0.1
H -2.104918 3.316233 -2.128474 -0.2 0.0 0.0
C -5.992248 -6.104487 -2.315454 0.2 -0.4 -0.9
O -4.788008 -5.386957 -2.102934 -0.4 -1.0 0.3
C -4.692358 -4.163547 -2.774674 -0.5 -0.2 0.5
C -3.472248 -3.511107 -2.289644 2.6 0.6 1.0
N -2.197658 -4.387217 -2.443594 0.4 1.7 2.1
H -2.398878 -5.325607 -2.128914 -0.3 -0.5 -0.1
H -1.902368 -4.356557 -3.408974 0.3 -0.4 -0.7
C -0.998188 -3.923587 -1.540624 0.7 -0.5 -1.2
C 0.284202 -4.706437 -1.898704 -0.9 -0.1 -1.2
O -0.024858 -6.050377 -1.809074 -0.6 -1.8 0.7
C 0.905772 -6.984007 -2.317274 0.8 0.3 -0.1
H -6.086498 -6.364597 -3.369764 -0.1 0.3 -0.5
H -6.899468 -5.579047 -2.017174 0.1 0.2 0.3
H -5.959438 -7.096547 -1.865084 0.3 0.4 0.7
H -5.502598 -3.498487 -2.475824 -0.3 0.1 -0.3
H -4.646428 -4.257317 -3.859664 -0.3 -0.1 -0.1
H -3.385758 -3.279787 -1.227994 -1.0 -0.1 0.1
H -3.358428 -2.558227 -2.806534 0.5 -0.2 -0.2
H -1.224838 -4.090557 -0.487604 -0.5 0.3 -0.2
H -0.704928 -2.909997 -1.814024 -0.8 0.2 0.4
H 1.135142 -4.417357 -1.281914 0.0 0.2 0.3
H 0.524122 -4.538267 -2.948594 0.3 0.5 -0.2
H 1.132802 -6.849647 -3.374864 -0.5 0.1 -0.4
H 0.569222 -8.004027 -2.131814 -0.3 0.3 0.0
H 1.889052 -6.882067 -1.858064 0.1 0.1 0.5
C 1.042542 6.528353 3.197686 0.6 -1.7 -1.1
O 1.238032 5.162163 2.711916 0.3 -0.5 0.0
C 1.687342 5.073233 1.336926 -0.6 -0.8 0.0
C 1.262832 3.662503 0.773806 0.4 -0.6 1.5
N 1.896562 2.480873 1.647246 0.6 2.4 -0.9
H 1.772672 2.664703 2.632616 0.0 0.3 0.5
H 1.470982 1.586543 1.449366 -0.8 -0.7 -0.2
C 3.370952 2.329083 1.324906 0.0 0.2 0.3
C 4.084562 1.573553 2.461186 -0.5 -0.1 -0.2
O 3.821372 2.211553 3.713466 0.1 0.2 -0.2
C 4.573752 1.743233 4.806106 0.1 -0.8 1.0
H 0.236152 6.858923 2.543046 0.2 1.1 0.3
H 2.024372 6.995033 3.118176 -0.4 0.7 -0.3
H 0.758332 6.547133 4.249806 -0.2 -0.5 -0.2
H 2.745392 5.292483 1.193516 0.2 -0.2 0.4
H 1.173702 5.830353 0.744426 -0.2 0.0 -0.2
H 1.510932 3.354603 -0.241944 0.6 0.8 0.0
H 0.174972 3.597393 0.794306 0.0 -0.3 0.5
H 3.800702 3.307073 1.108226 -0.1 0.0 0.2
H 3.347562 1.791423 0.377036 0.6 -0.2 0.1
H 5.156812 1.474183 2.292336 0.0 0.3 -0.3
H 3.662442 0.568613 2.463516 0.1 -0.2 0.3
H 4.132762 2.045783 5.755886 -0.3 0.6 -0.3
H 5.630542 2.003723 4.864816 0.1 0.6 -0.7
H 4.586632 0.661893 4.942596 -0.3 -0.5 -0.7
C 0.805232 0.334753 -1.712394 0.2 0.7 0.3
F 0.281892 0.870563 -2.822774 -0.2 -0.3 0.9
F 1.215882 -0.867527 -1.926714 0.2 -1.2 -0.4
F 1.878532 1.077593 -1.385164 -0.3 0.3 0.5
S -0.458888 0.240373 -0.281734 -1.1 1.8 -1.7
O -1.107118 1.532993 -0.303654 1.1 0.5 0.7
O -1.353448 -0.817887 -0.635854 0.8 -0.2 0.5
N 0.462382 0.086873 1.139706 0.2 7.1 -5.1
S 0.199912 -1.259477 1.586536 -1.3 -9.7 6.0
O -1.036828 -1.384067 2.345576 0.8 0.6 -0.1
O 0.478372 -2.339817 0.697176 0.6 0.0 -0.5
C 1.587252 -1.504697 2.929356 -1.8 -1.9 -0.6
F 2.789762 -1.607757 2.409446 0.7 -0.5 -0.6
F 1.662872 -0.504407 3.772596 -0.4 1.3 1.4
F 1.305272 -2.668617 3.632926 0.5 1.8 -1.0
C -1.623158 -4.531677 4.599756 0.6 -0.6 -1.7
F -1.217948 -5.473347 5.484426 -0.4 0.9 -0.7
F -1.590918 -3.329747 5.179356 -0.2 -0.3 0.2
F -0.745718 -4.490447 3.554786 -0.5 -0.2 1.2
S -3.329338 -4.868367 3.830766 -0.2 -1.4 0.4
O -4.198088 -5.153787 4.937906 0.6 -0.8 0.3
O -3.721518 -3.659317 3.153366 1.1 -0.3 -0.5
N -2.933968 -6.321047 2.873136 1.4 3.0 6.0
S -3.716138 -6.126577 1.624146 -2.7 -1.4 -5.0
O -5.165328 -6.153407 1.788266 1.0 0.2 -0.4
O -3.135548 -5.149797 0.732716 -0.3 0.1 -0.5
C -3.252868 -7.815017 0.746896 0.0 1.4 3.2
F -3.257058 -8.857777 1.686496 -0.6 1.0 -1.9
F -4.135178 -7.986597 -0.237534 1.1 -0.8 0.3
F -1.978948 -7.694837 0.366406 -0.7 -0.5 -0.9
C -3.158198 -6.539737 -5.531354 0.5 -0.1 0.5
F -4.194428 -5.706277 -5.515304 0.1 -0.1 0.1
F -2.977128 -7.055337 -4.266584 -0.2 0.7 -1.6
F -3.471068 -7.549617 -6.364834 0.6 0.5 0.6
S -1.558678 -5.628737 -6.160674 -0.4 -2.6 1.6
O -0.512118 -6.570957 -5.759934 -1.3 1.5 -0.5
O -1.843048 -5.422707 -7.567894 0.3 0.3 1.5
N -1.583848 -4.207197 -5.074024 0.3 -2.1 -3.6
S -0.668518 -3.294517 -6.014274 2.8 3.1 -1.9
O 0.651672 -3.875527 -6.363094 -2.3 0.6 1.0
O -1.280268 -2.573867 -7.140014 0.1 -0.9 2.1
C -0.212198 -1.924007 -4.723004 0.8 -0.7 -1.4
F -1.246138 -1.626817 -3.915284 0.9 0.2 -0.2
F 0.839622 -2.425197 -4.015664 -1.2 0.9 -0.2
F 0.233262 -0.798597 -5.373514 -0.8 -1.3 1.1
C 5.498702 -1.374787 0.223136 1.7 0.5 -1.1
F 6.050192 -0.995397 1.414566 -0.8 -1.1 0.6
F 4.209142 -1.657657 0.253736 0.6 -0.2 0.7
F 5.658662 -0.264617 -0.495714 -0.3 -0.4 -0.6
S 6.564672 -2.814487 -0.629154 1.0 2.8 -3.2
O 5.613482 -3.492977 -1.486754 0.3 0.3 1.9
O 7.612342 -2.124577 -1.426784 -1.8 -1.0 3.0
N 7.195852 -3.664657 0.746226 -1.0 3.5 -1.0
S 7.301502 -5.047177 0.109536 1.0 -5.8 -2.5
O 6.061202 -5.760187 0.101826 -0.1 -0.5 1.1
O 7.984042 -5.100467 -1.171064 0.4 0.4 1.4
C 8.440082 -6.092297 1.353946 -0.9 0.6 -1.3
F 8.785822 -7.301537 0.855686 -0.2 1.6 0.5
F 9.533132 -5.382837 1.718116 -0.2 -0.6 -0.1
F 7.696042 -6.301037 2.455246 0.3 0.0 0.3
C 5.856132 7.904963 -3.490364 0.7 -1.3 0.8
F 7.105652 7.513903 -3.876064 -1.4 0.5 0.2
F 5.927502 9.064283 -2.873174 0.5 0.7 0.8
F 5.094212 8.105493 -4.526624 -0.6 -0.5 -1.1
S 5.174292 6.592003 -2.232304 1.1 0.4 -0.5
O 6.420812 6.093753 -1.628514 -2.2 0.9 -0.9
O 4.250362 7.272203 -1.334324 0.3 -0.6 -1.3
N 4.369842 5.517213 -3.418774 1.1 3.9 1.8
S 4.837422 4.192313 -2.827674 3.1 -5.9 0.8
O 6.266562 3.808733 -3.041654 -3.2 0.8 0.0
O 4.346622 3.919153 -1.468704 -0.2 0.2 -0.5
C 3.884112 2.907533 -3.888724 1.9 0.6 0.4
F 4.579322 1.723163 -3.772664 -1.6 1.4 -0.2
F 2.617392 2.803963 -3.520814 -0.2 -0.6 0.4
F 3.882852 3.306923 -5.152694 0.2 -0.3 -0.4
C -4.436018 1.301313 -2.803444 -2.0 -0.2 -0.1
F -3.446308 1.016713 -2.022174 1.1 -0.4 0.8
F -5.135278 2.327663 -2.209244 0.8 -0.4 -1.1
F -3.930198 1.642553 -3.999734 -0.7 0.4 0.6
S -5.605828 -0.233157 -2.942204 0.0 -2.5 -2.4
O -5.179918 -0.906217 -4.188844 -0.8 1.9 1.9
O -5.387888 -1.061437 -1.742444 -0.3 2.3 -1.4
N -7.215138 0.445653 -3.187524 4.9 -0.8 -1.0
S -7.843228 0.219343 -1.819424 -4.4 -0.3 3.8
O -8.080198 -1.162677 -1.441764 -0.2 0.9 -0.6
O -7.457498 1.076263 -0.706564 0.5 0.1 -0.6
C -9.598708 0.981983 -2.212914 2.0 -0.3 -0.8
F -9.538928 2.269073 -2.600694 0.5 0.1 -0.9
F -10.275018 0.266573 -3.114714 0.0 0.1 -0.2
F -10.268468 1.035283 -1.115474 -1.3 -0.7 2.1
```
Positions in Å, forces in eV/Å.



# 2
Density functional theory data (ωB97M-V/def2-TZVPD) for C9H3F6N2O8S2V as an isolated structure.

Summary:
electronic energy	-92397.53474	eV
net charge	+1
HOMO level (spin up / spin down)	-15.08 / -15.07	eV
frontier orbital gap (spin up / spin down)	8.668 / 9.280	eV
multiplicity	2

```
31
Properties=species:S:1:pos:R:3:forces:R:3
V 0.565610 0.190477 0.215920 0.4 0.1 0.3
O -0.008789 -1.938778 -2.970093 -0.1 -0.1 0.0
C 0.028863 -1.020448 -2.243781 0.3 0.0 0.4
O 0.800945 -1.002504 -1.050167 -0.2 -0.3 -0.8
C -0.576184 0.344954 -2.401609 0.1 0.1 0.0
C -1.204859 0.909913 -3.487775 0.0 0.0 -0.1
C -1.348296 2.299487 -3.494053 0.0 0.0 0.0
C -0.780166 3.082672 -2.491485 0.0 0.1 -0.1
C -0.170617 2.429291 -1.439408 -0.1 -0.1 -0.1
N -0.180486 1.107248 -1.391598 -0.1 0.1 -0.2
C 0.755663 2.947216 -0.373411 0.1 -0.3 0.3
O 1.145654 4.048819 -0.232168 -0.1 0.1 0.0
O 1.161797 1.865655 0.390717 -0.2 0.9 -0.1
H -1.525285 0.295845 -4.318206 0.0 0.0 0.0
H -1.840360 2.778121 -4.330158 0.0 0.0 0.0
H -0.772291 4.162727 -2.540856 0.0 0.0 0.0
F 3.558571 -0.166219 3.025587 0.1 0.0 0.0
C 2.921246 -1.012355 2.253670 0.0 -0.1 0.0
F 2.968500 -0.572002 0.969806 0.0 -0.1 0.1
F 3.427612 -2.215560 2.325472 0.0 0.1 0.0
S 1.140062 -0.997461 2.740176 -0.4 -0.2 -0.2
O 0.724526 0.363003 2.309738 0.4 -0.4 0.2
O 0.981555 -1.389065 4.086740 0.0 0.2 -0.1
N 0.587929 -2.003906 1.614741 -0.4 0.3 -0.1
S -0.912592 -1.966104 1.082308 0.2 0.3 0.3
O -1.179619 -2.936907 0.091807 0.1 0.0 0.1
O -1.170244 -0.513398 0.659862 -0.2 -0.6 0.1
C -2.086519 -2.223807 2.519160 0.0 -0.1 -0.1
F -1.584723 -3.192517 3.253577 0.0 0.0 0.0
F -3.245953 -2.562642 2.005826 -0.1 0.0 0.1
F -2.181551 -1.111753 3.219663 0.1 0.0 0.0
```
Positions in Å, forces in eV/Å.



# 3
Density functional theory data (ωB97M-V/def2-TZVPD) for C24H27FeO2Si as an isolated structure at a distorted geometry.

Summary:
electronic energy	-71680.97559	eV
net charge	-1
HOMO level (spin up / spin down)	-0.92 / -2.65	eV
frontier orbital gap (spin up / spin down)	3.296 / 5.018	eV
multiplicity	5

```
55
Properties=species:S:1:pos:R:3:forces:R:3
C -1.965883 0.235745 -1.339573 -0.4 0.1 -0.4
Si -1.737430 -1.458468 -0.643832 2.5 -0.1 1.4
C -2.749207 -1.636659 0.929400 -0.1 -0.1 0.2
C -2.011846 -2.837565 -1.835883 0.2 -0.4 -0.2
O 0.005670 -1.523124 -0.294703 -1.9 0.0 -0.8
C 0.860114 -1.750453 0.683707 0.0 -0.7 2.4
C 0.730850 -2.236060 2.017137 -1.2 1.1 -1.7
C 1.933506 -1.992796 2.633924 1.2 0.1 0.7
C 2.971028 -1.475047 1.677131 -2.2 0.7 -0.3
O 2.110405 -1.366104 0.444528 1.4 0.4 -0.2
H -2.952177 0.320024 -1.823221 0.2 0.0 0.1
H -1.918073 0.998803 -0.560517 0.1 -0.1 0.0
H -1.203869 0.460313 -2.087350 0.0 0.0 0.0
H -3.796536 -1.853722 0.670811 0.2 0.0 0.0
H -2.402782 -2.450529 1.594229 -0.1 0.4 -0.4
H -2.752052 -0.694749 1.502678 0.1 -0.3 -0.2
H -3.048301 -2.893268 -2.160352 -0.2 0.0 0.0
H -1.391934 -2.702187 -2.728708 0.0 0.0 0.1
H -1.752437 -3.814501 -1.396875 0.0 0.4 -0.1
H -0.224061 -2.522469 2.478612 0.7 0.0 -0.3
H 2.251265 -2.387935 3.571900 -0.1 -0.1 0.6
H 3.537060 -0.536021 1.812785 -2.4 1.1 0.0
C 6.222756 0.134536 -2.370503 0.3 1.8 -0.5
C 6.018686 0.464384 -0.969693 0.0 2.0 -0.4
C 4.585133 0.560807 -0.737657 0.2 2.0 -0.4
C 3.913213 0.318496 -1.991172 -0.1 1.6 -0.6
C 4.916602 0.050628 -3.004477 0.1 1.5 -0.4
Fe 5.115843 -1.191918 -1.443486 -1.0 -1.7 -0.2
C 5.077476 -3.084810 -2.106942 0.0 -1.7 0.9
C 6.365468 -2.782582 -1.515221 0.4 -1.6 0.7
C 6.154026 -2.373356 -0.147117 0.3 -1.4 0.5
C 4.734248 -2.369066 0.148602 0.6 -2.5 0.3
C 4.295507 -2.181691 1.601681 2.0 -0.3 -1.1
C 4.398526 -3.315452 2.606317 0.8 -0.4 -1.5
C 4.863510 -3.104347 3.907967 -0.2 -0.4 0.1
C 4.570943 -4.047438 4.889858 0.0 -0.1 -0.6
C 3.892479 -5.206772 4.521690 -0.1 -0.8 0.4
C 3.752307 -5.555038 3.178469 0.4 0.5 -0.8
C 4.075599 -4.614900 2.184245 -0.1 -0.3 1.1
C 4.057508 -2.866724 -1.068788 0.3 -1.5 0.4
H 7.195181 0.051002 -2.863495 -0.5 -0.1 0.2
H 6.790118 0.660537 -0.234445 -0.1 -0.1 -0.1
H 4.099828 0.900502 0.166469 0.1 -0.1 0.0
H 2.836687 0.436685 -2.151981 0.5 -0.3 0.1
H 4.747213 -0.097383 -4.073057 0.0 -0.1 0.5
H 4.945351 -3.575343 -3.085937 -0.1 0.6 0.7
H 7.352458 -2.981093 -1.951500 -0.6 0.3 0.0
H 6.921827 -2.157295 0.617849 -0.5 0.0 -0.7
H 4.969829 -1.364452 1.965995 0.1 -1.0 -0.1
H 5.543103 -2.286991 4.139732 -0.6 0.3 -0.1
H 4.911782 -3.905585 5.906149 -0.1 0.0 0.1
H 3.567823 -5.924273 5.283982 0.2 0.3 -0.2
H 3.444848 -6.552470 2.856142 0.0 0.2 0.4
H 4.185610 -4.890910 1.128232 -0.6 0.4 0.3
H 3.010801 -3.191776 -1.157766 0.6 0.6 0.0
```
Positions in Å, forces in eV/Å.